Entry from the Open Molecules 2025 dataset: a cluster of 17 separate species, C18H70N16O17 in total in a non-equilibrium geometry (the ωB97M-V functional and the def2-TZVPD basis).

lowest unoccupied orbital energy = -0.590 eV
energy relative to the best compared isomer or geometry (same formula, charge and spin) = 0.00 kcal per mole
net charge = 0
highest occupied orbital energy = -7.82 eV

CARTESIAN COORDINATES (ANGSTROEM)
C -0.886 0.023 -0.425
C 0.509 0.319 0.126
O 1.408 -0.668 -0.252
H -0.854 -0.223 -1.495
H -1.507 0.864 -0.387
H -1.424 -0.728 0.056
H 0.687 0.651 1.253
H 0.840 1.375 -0.232
H 1.088 -1.424 0.167
C 1.820 2.341 3.149
O 1.315 2.724 1.918
N 2.951 1.747 3.255
N 1.287 2.831 4.184
H 3.374 1.374 2.410
H 3.393 1.323 4.146
H 0.374 3.342 4.020
H 1.478 2.548 5.241
C 4.465 -3.776 0.039
O 3.391 -3.203 0.604
N 5.085 -4.802 0.586
N 5.061 -3.409 -1.042
H 4.761 -5.458 1.312
H 5.978 -5.202 0.314
H 4.731 -2.619 -1.669
H 6.035 -3.757 -1.231
C -3.588 -1.002 2.902
O -2.480 -1.365 3.610
N -4.438 -0.111 3.288
N -3.821 -1.389 1.677
H -4.392 0.188 4.252
H -5.316 0.010 2.799
H -3.086 -1.974 1.278
H -4.605 -0.991 1.112
C -5.326 3.085 -0.995
O -6.351 2.275 -1.154
N -5.517 4.324 -0.736
N -4.081 2.688 -0.843
H -4.731 5.050 -0.809
H -6.485 4.763 -0.807
H -4.008 1.649 -0.962
H -3.345 3.321 -0.734
C -0.442 -2.864 1.264
O -1.749 -3.142 0.893
N 0.648 -3.193 0.598
N -0.269 -2.055 2.283
H 0.555 -3.713 -0.238
H 1.658 -3.015 0.716
H -0.998 -1.741 2.958
H 0.687 -1.696 2.560
C -1.962 1.993 1.941
O -1.552 1.365 3.111
N -1.270 2.823 1.273
N -3.204 1.785 1.511
H -0.338 3.014 1.659
H -1.324 2.936 0.266
H -3.634 1.004 2.088
H -3.700 2.231 0.724
C -5.266 -0.518 -0.911
O -5.736 -1.202 -2.050
N -4.141 0.078 -0.716
N -5.908 -0.479 0.257
H -3.459 0.131 -1.507
H -3.599 -0.176 0.156
H -6.818 -0.992 0.249
H -5.984 0.400 0.872
C 5.036 -0.260 -2.377
O 5.311 0.747 -1.518
N 3.926 -0.925 -2.256
N 5.830 -0.689 -3.274
H 3.252 -0.598 -1.528
H 3.537 -1.523 -2.981
H 6.812 -0.257 -3.354
H 5.654 -1.394 -3.958
C 3.333 3.233 -0.487
O 4.436 3.233 -1.264
H 2.444 3.668 -0.913
H 3.694 3.784 0.460
H 3.176 2.274 -0.062
H 4.596 2.311 -1.501
C 4.609 -0.238 1.506
O 4.826 1.112 1.241
H 3.931 -0.653 2.278
H 5.602 -0.738 1.690
H 4.115 -0.576 0.601
H 5.367 1.151 0.411
C -0.324 4.230 -1.204
O -1.457 3.445 -1.416
H 0.127 3.994 -0.196
H -0.527 5.276 -1.172
H 0.464 3.943 -1.860
H -1.123 2.783 -2.036
C 1.055 -2.971 -2.324
O 1.093 -4.320 -1.876
H 1.942 -2.522 -2.115
H 0.249 -2.280 -1.982
H 0.912 -2.843 -3.356
H 1.846 -4.706 -2.323
C -4.090 -3.743 -1.386
O -3.031 -2.752 -1.384
H -4.509 -3.849 -2.457
H -4.878 -3.564 -0.715
H -3.704 -4.667 -1.104
H -2.366 -3.111 -0.796
C -2.583 -0.516 -3.622
O -2.589 0.742 -2.887
H -2.318 -0.384 -4.697
H -3.594 -0.933 -3.427
H -1.831 -1.147 -3.177
H -1.716 1.076 -3.011
C 1.459 -0.965 4.781
O 1.792 -0.738 3.428
H 2.263 -1.222 5.423
H 0.749 -1.723 4.785
H 0.908 -0.033 5.150
H 2.259 0.095 3.362
C 1.654 1.608 -2.962
O 0.249 1.766 -3.114
H 1.948 0.920 -2.191
H 2.125 2.588 -2.841
H 1.967 1.095 -3.872
H 0.108 2.081 -4.021